{
  "formula": "C25H100O25",
  "method": "wB97M-V/def2-TZVPD",
  "orbital_gap_ha": 0.3431,
  "de_lowest_kcal_mol": 50.0,
  "symbols": ["C", "O", "H", "H", "H", "H", "C", "O", "H", "H", "H", "H", "C", "O", "H", "H", "H", "H", "C", "O", "H", "H", "H", "H", "C", "O", "H", "H", "H", "H", "C", "O", "H", "H", "H", "H", "C", "O", "H", "H", "H", "H", "C", "O", "H", "H", "H", "H", "C", "O", "H", "H", "H", "H", "C", "O", "H", "H", "H", "H", "C", "O", "H", "H", "H", "H", "C", "O", "H", "H", "H", "H", "C", "O", "H", "H", "H", "H", "C", "O", "H", "H", "H", "H", "C", "O", "H", "H", "H", "H", "C", "O", "H", "H", "H", "H", "C", "O", "H", "H", "H", "H", "C", "O", "H", "H", "H", "H", "C", "O", "H", "H", "H", "H", "C", "O", "H", "H", "H", "H", "C", "O", "H", "H", "H", "H", "C", "O", "H", "H", "H", "H", "C", "O", "H", "H", "H", "H", "C", "O", "H", "H", "H", "H", "C", "O", "H", "H", "H", "H"],
  "coordinates": [[1.945, -4.581, 2.998], [2.015, -3.231, 2.588], [1.474, -4.717, 3.971], [1.507, -5.282, 2.287], [2.955, -4.920, 3.228], [2.238, -3.179, 1.656], [-4.908, -2.092, -1.850], [-4.321, -2.695, -0.694], [-5.732, -1.502, -1.449], [-4.230, -1.371, -2.306], [-5.268, -2.872, -2.521], [-4.367, -1.977, -0.058], [2.757, 0.046, 1.618], [3.007, 0.782, 0.459], [2.263, 0.659, 2.371], [2.237, -0.899, 1.460], [3.759, -0.230, 1.946], [2.176, 0.680, -0.011], [-1.166, -3.133, 4.894], [-2.240, -2.477, 4.285], [-1.356, -4.206, 4.871], [-0.209, -2.906, 4.425], [-1.089, -2.778, 5.922], [-3.059, -2.945, 4.465], [-0.869, 3.425, 2.383], [-1.471, 3.245, 1.112], [-0.577, 4.474, 2.347], [-1.665, 3.172, 3.084], [-0.044, 2.750, 2.612], [-1.827, 2.353, 1.098], [-1.524, -2.961, -3.512], [-1.821, -2.210, -2.385], [-1.756, -4.004, -3.297], [-2.114, -2.595, -4.353], [-0.487, -2.869, -3.836], [-2.682, -2.465, -2.048], [-3.769, 0.719, 0.150], [-4.395, -0.298, 0.859], [-4.080, 0.756, -0.894], [-4.221, 1.603, 0.600], [-2.706, 0.548, 0.322], [-4.137, -0.183, 1.776], [3.789, -2.241, 5.390], [2.499, -1.703, 5.125], [4.421, -2.037, 4.526], [4.289, -1.787, 6.246], [3.696, -3.326, 5.444], [2.212, -2.062, 4.283], [-6.146, -5.680, -0.497], [-4.764, -5.297, -0.248], [-6.672, -5.367, 0.405], [-6.694, -5.330, -1.372], [-6.245, -6.762, -0.580], [-4.584, -4.359, -0.353], [1.823, 5.861, 1.166], [2.404, 5.960, 2.471], [2.518, 5.734, 0.335], [1.186, 4.985, 1.043], [1.306, 6.784, 0.902], [1.648, 6.207, 3.009], [-1.869, -4.751, 0.980], [-2.166, -6.040, 0.555], [-2.168, -4.018, 0.232], [-2.463, -4.549, 1.872], [-0.782, -4.708, 1.042], [-3.083, -6.072, 0.272], [2.875, 4.084, -2.115], [2.150, 3.450, -3.137], [3.941, 3.987, -2.320], [2.568, 5.130, -2.131], [2.552, 3.629, -1.179], [2.505, 2.560, -3.202], [-0.123, 0.003, -5.415], [1.048, -0.620, -5.849], [-0.988, -0.283, -6.013], [-0.346, -0.220, -4.372], [0.038, 1.080, -5.476], [1.314, -0.103, -6.613], [0.276, 0.945, 5.565], [0.327, 0.868, 4.153], [1.229, 1.394, 5.846], [-0.631, 1.496, 5.813], [0.197, -0.037, 6.030], [0.042, -0.007, 3.879], [4.511, -3.169, -0.027], [3.081, -3.036, -0.137], [4.961, -2.650, 0.819], [4.723, -4.224, 0.150], [4.959, -2.811, -0.954], [2.828, -3.920, -0.410], [3.329, 2.694, 3.833], [3.795, 4.057, 4.027], [3.464, 2.391, 2.795], [3.712, 1.930, 4.510], [2.276, 2.643, 4.108], [3.338, 4.681, 3.458], [-1.955, 2.721, -3.165], [-0.637, 2.420, -3.320], [-2.005, 3.702, -2.691], [-2.424, 2.678, -4.148], [-2.344, 1.913, -2.545], [-0.135, 3.140, -3.710], [-4.306, 0.200, -4.502], [-4.629, -0.860, -5.357], [-3.307, 0.252, -4.069], [-4.369, 1.185, -4.963], [-5.061, 0.180, -3.716], [-4.857, -0.499, -6.216], [-0.213, -0.523, -0.528], [0.194, 0.878, -0.666], [0.210, -0.798, 0.439], [-1.269, -0.685, -0.314], [0.252, -1.204, -1.242], [0.064, 1.108, -1.589], [5.978, 2.668, 0.798], [5.518, 1.375, 1.137], [5.270, 3.324, 1.304], [7.008, 2.816, 1.124], [5.802, 2.983, -0.230], [4.643, 1.221, 0.772], [-1.133, 5.990, -1.070], [-2.037, 5.626, -0.003], [-0.386, 5.205, -1.181], [-1.631, 6.132, -2.029], [-0.584, 6.923, -0.944], [-1.812, 4.764, 0.355], [2.564, -0.758, -2.752], [2.693, 0.402, -3.527], [2.290, -0.603, -1.708], [1.927, -1.450, -3.304], [3.508, -1.292, -2.647], [2.186, 0.281, -4.333], [1.048, -5.117, -1.736], [1.905, -5.572, -0.688], [-0.001, -5.046, -1.446], [1.370, -4.164, -2.155], [1.001, -5.826, -2.562], [1.662, -6.459, -0.410], [-3.531, 0.919, 3.988], [-3.500, -0.249, 3.248], [-4.146, 0.614, 4.835], [-2.565, 1.158, 4.434], [-3.933, 1.763, 3.428], [-2.918, -0.812, 3.764], [1.845, 5.555, -5.753], [1.018, 5.477, -4.548], [2.896, 5.280, -5.656], [1.443, 4.784, -6.411], [1.743, 6.517, -6.256], [1.301, 4.748, -3.991]],
  "lowdin_charge": [-0.148, -0.136, 0.074, 0.073, 0.077, 0.033, -0.108, -0.152, 0.096, 0.050, 0.104, 0.053, -0.143, -0.124, 0.067, 0.061, 0.090, 0.040, -0.132, -0.127, 0.090, 0.065, 0.084, 0.098, -0.104, -0.138, 0.078, 0.075, 0.070, 0.055, -0.160, -0.135, 0.086, 0.075, 0.074, 0.028, -0.136, -0.138, 0.080, 0.095, 0.067, 0.011, -0.145, -0.141, 0.073, 0.081, 0.071, 0.021, -0.112, -0.150, 0.075, 0.071, 0.075, 0.014, -0.127, -0.107, 0.068, 0.064, 0.084, 0.089, -0.171, -0.128, 0.061, 0.079, 0.071, 0.032, -0.118, -0.150, 0.091, 0.082, 0.083, 0.064, -0.168, -0.112, 0.084, 0.074, 0.079, 0.092, -0.139, -0.151, 0.079, 0.069, 0.074, 0.068, -0.102, -0.150, 0.081, 0.084, 0.077, 0.018, -0.123, -0.132, 0.053, 0.085, 0.048, 0.010, -0.151, -0.130, 0.082, 0.078, 0.076, 0.063, -0.189, -0.101, 0.058, 0.080, 0.074, 0.080, -0.105, -0.118, 0.069, 0.055, 0.066, 0.047, -0.149, -0.139, 0.064, 0.083, 0.064, 0.003, -0.154, -0.128, 0.067, 0.068, 0.067, -0.003, -0.144, -0.101, 0.052, 0.080, 0.077, 0.041, -0.124, -0.125, 0.069, 0.077, 0.083, 0.095, -0.129, -0.126, 0.091, 0.066, 0.096, 0.051, -0.125, -0.149, 0.072, 0.064, 0.074, -0.009]
}